No. 1
Below is C2H2O2 in the gas phase, with properties calculated with ωB97M-V/def2-TZVPD.

Its total energy is -227.82983 Ha. Its SMILES is O=CC=O. For the HOMO energy, the calculation gives -10.1 eV.

Geometry as XYZ:
```
6
Properties=species:S:1:pos:R:3:lowdin_charge:R:1
C -0.573 -0.463 -0.352 -0.18
O 0.867 1.559 -0.019 0.04
H -1.176 -1.167 0.366 0.14
O -0.749 -0.261 -1.543 0.06
C 0.566 0.403 0.333 -0.17
H 1.065 -0.071 1.214 0.11
```


No. 2
Below is a 2-piece molecular cluster, H4O2 overall, with properties calculated with ωB97M-V/def2-TZVPD.

Its total energy is -152.86477 Ha. Its SMILES is O.O. For the HOMO energy, the calculation gives -10.5 eV.

Geometry as XYZ:
```
6
Properties=species:S:1:pos:R:3:lowdin_charge:R:1
H 1.495 0.873 0.057 0.03
H 0.416 -0.222 0.091 -0.03
H -1.903 0.622 0.251 0.06
O -1.204 0.040 -0.070 -0.07
O 1.393 -0.089 -0.003 -0.11
H -1.515 -0.889 0.186 0.11
```


No. 3
Below is a 2-piece molecular cluster, C7H16NO overall, with properties calculated with ωB97M-V/def2-TZVPD.

Its net charge is +1. Its multiplicity is 3. Its total energy is -405.76762 Ha. For the HOMO energy (spin up / spin down), the calculation gives -10.9 / -14.2 eV.

Geometry as XYZ:
```
25
Properties=species:S:1:pos:R:3:mulliken_spin:R:1
H -4.493 -1.802 -0.307 0.09
H -4.022 -1.731 1.338 0.01
C -3.693 -1.582 0.383 -0.01
H -2.877 0.063 -0.617 0.02
H -0.045 -0.791 0.345 0.14
C 1.663 1.066 -0.107 0.05
C -0.325 2.495 -0.226 0.05
N 0.179 1.142 -0.183 -0.11
O 1.988 -1.366 0.392 0.02
H -3.007 -2.422 0.023 0.02
H 2.979 -0.842 -1.439 0.00
H 3.299 0.023 0.808 0.00
H -0.316 2.757 -1.238 -0.01
H 2.350 -2.554 -1.260 0.00
H 2.105 2.080 0.198 0.01
C 2.267 -0.035 0.755 0.00
H -1.265 2.472 0.184 -0.02
H -3.872 0.677 0.853 0.01
H 2.030 -0.050 1.747 0.00
H 0.313 3.250 0.191 0.00
C 2.832 -1.684 -0.714 0.00
H 2.138 1.079 -1.028 -0.01
C -0.477 0.073 0.124 0.86
C -3.427 -0.151 0.213 0.87
H 3.674 -2.164 -0.433 0.00
```


No. 4
Below is C23H37MnN8O10PS6 as an isolated structure, with properties calculated with ωB97M-V/def2-TZVPD.

Its net charge is -2. Its multiplicity is 6. Its total energy is -5970.81878 Ha. For the HOMO energy (spin up / spin down), the calculation gives -0.4 / -0.5 eV.

Geometry as XYZ:
```
86
Properties=species:S:1:pos:R:3:mulliken_spin:R:1
C 0.394 -1.234 8.136 0.00
C -2.751 -1.485 -5.320 0.00
C -4.162 -3.169 1.076 0.00
C -0.234 0.679 4.941 0.00
H -1.490 -3.819 -4.705 0.00
S 2.932 -6.912 -1.635 0.00
C -2.055 -3.231 2.480 0.01
H -1.284 2.031 -5.069 0.00
H 2.345 2.852 -2.960 0.00
N -1.624 2.811 -0.280 0.00
H -1.741 -2.909 -3.197 0.00
O -0.047 -2.184 3.412 0.00
H 0.659 -1.681 -5.770 0.00
O -3.981 -0.848 -1.305 0.00
H -2.340 -3.721 3.417 0.00
C 2.265 -5.434 -1.340 0.00
C 0.604 -0.638 6.773 0.00
N -3.623 0.275 -1.728 0.00
O -0.997 -0.560 -4.059 0.03
O -4.177 0.806 -2.724 0.00
H -4.035 -2.910 0.021 0.00
H 2.618 -1.338 6.572 0.00
C -0.427 0.072 6.168 0.00
H -3.005 3.907 -2.117 0.00
S -0.877 -2.651 -0.562 0.06
H 2.282 2.964 -5.363 0.00
O 0.281 2.532 2.770 0.00
H -1.382 0.147 6.672 0.00
H -0.112 -3.113 -3.833 0.00
H -4.054 -4.244 1.188 0.00
C -2.790 -1.233 1.745 -0.01
C -1.152 -2.974 -4.108 0.00
S 1.258 1.425 2.783 0.03
N -3.680 -0.315 1.315 0.00
C -1.290 -1.670 -4.889 0.00
C 0.611 -3.460 -0.838 0.02
H -1.617 -3.958 1.790 0.00
C -0.371 -1.679 -6.113 0.00
H -1.271 1.717 -3.342 0.00
C -0.884 2.371 -4.117 -0.01
Mn -0.225 -0.294 0.048 4.62
H 2.950 -0.227 4.353 0.00
N -2.696 0.910 -1.007 0.01
H -3.970 2.515 -2.412 0.00
H -1.422 3.786 -0.493 0.00
H -0.562 -2.566 -6.715 0.00
H -3.239 0.593 1.216 0.00
S 3.194 -3.993 -1.086 0.00
O 1.395 -1.429 -3.512 0.00
H -3.376 -1.382 -4.438 0.00
H 0.844 2.492 -6.282 0.00
H 1.188 -1.938 8.367 0.00
C 1.260 2.877 -2.874 0.01
H -0.430 2.290 1.271 0.00
H -5.159 -2.870 1.405 0.00
H -1.207 3.399 -3.944 0.00
C 0.991 0.570 4.323 0.00
N -3.159 -2.526 1.892 0.00
S 0.553 -5.164 -1.241 0.00
C 1.194 2.989 -5.381 0.00
P 0.447 -0.319 -3.347 0.01
H -0.563 -1.752 8.189 0.00
N -3.409 3.061 -1.747 0.00
H 0.987 2.239 -2.040 0.02
N -0.582 2.051 0.270 0.07
H -0.532 -0.786 -6.718 0.00
H 0.305 2.244 -0.208 -0.02
H 0.393 -0.446 8.892 0.00
O 2.626 1.905 2.815 0.00
O 0.078 0.208 -1.969 -0.10
S 2.213 -1.315 -0.270 0.05
H -2.860 -0.588 -5.925 0.00
N -1.580 -0.936 2.202 0.06
H -4.105 -0.612 0.422 0.00
C 2.016 -0.156 4.887 0.00
O 0.992 0.467 1.703 0.05
H 0.930 3.902 -2.700 0.00
H -3.080 -2.347 -5.898 0.00
C 1.858 -2.902 -0.742 0.02
C 1.822 -0.760 6.118 0.00
H 0.863 4.027 -5.400 0.00
C 0.640 2.271 -4.138 0.01
C -2.552 2.211 -1.084 0.04
H -1.011 1.241 4.450 0.00
C -1.051 -2.075 2.752 0.01
O 1.051 0.926 -4.231 0.00
```


No. 5
Below is C6H7BrFNO in the gas phase, with properties calculated with ωB97M-V/def2-TZVPD.

Its total energy is -3036.57491 Ha. For the HOMO energy (spin up / spin down), the calculation gives -8.4 / -7.6 eV.

Geometry as XYZ:
```
17
Properties=species:S:1:pos:R:3:lowdin_charge:R:1
H -0.170 -1.372 1.788 0.15
F 1.702 0.423 1.296 0.00
H 0.732 0.326 -2.552 0.13
H -0.499 1.883 1.437 0.04
C 1.588 -0.427 -1.006 -0.03
H 2.047 -1.449 0.853 0.13
H -0.258 -1.944 0.214 0.12
H -1.908 -0.580 -0.100 0.16
N 0.630 0.323 -1.577 0.10
C -1.080 0.068 0.283 -0.35
C -1.256 1.156 1.282 -0.46
C -0.091 -0.986 0.698 -0.14
C 1.396 -0.661 0.513 -0.31
H 1.976 -1.170 -1.623 0.09
Br -2.913 2.070 1.068 0.71
C -0.616 0.719 -1.052 -0.40
O -1.280 1.620 -1.523 0.05
```


No. 6
Below is C4H8N2O3 in the gas phase, with properties calculated with ωB97M-V/def2-TZVPD.

Its total energy is -492.46513 Ha. Its SMILES is NC(=O)C[C@H](N)C(=O)O. For the HOMO energy, the calculation gives -9.5 eV.

Geometry as XYZ:
```
17
Properties=species:S:1:pos:R:3:lowdin_charge:R:1
C -1.853 -0.102 0.070 -0.53
H 0.442 0.368 1.489 0.14
N 1.485 1.809 0.408 0.04
C -0.656 0.856 -0.327 -0.03
N -3.110 0.410 -0.349 0.13
O -1.658 -1.115 0.589 0.11
C 1.562 -0.538 -0.136 -0.52
H -0.466 0.740 -1.439 0.14
H 1.974 2.052 1.302 0.11
H 0.185 -1.896 0.463 0.11
H -0.903 1.896 -0.372 0.09
H -2.902 1.167 -0.970 0.07
H 2.079 1.691 -0.369 0.05
H -3.786 -0.364 -0.622 0.14
O 2.592 -0.400 -0.703 0.13
C 0.727 0.609 0.494 -0.28
O 1.075 -1.753 0.051 0.12
```


No. 7
Below is C6H14N2 in the gas phase, with properties calculated with ωB97M-V/def2-TZVPD.

Its total energy is -346.39548 Ha. For the HOMO energy, the calculation gives -6.0 eV.

Geometry as XYZ:
```
22
Properties=species:S:1:pos:R:3:lowdin_charge:R:1
H -0.027 1.757 -2.183 0.02
H -1.760 -0.911 1.771 0.08
H 1.623 -1.161 1.018 0.08
H 1.657 -1.311 -1.946 0.13
H -2.187 1.237 -0.522 0.09
N 0.511 0.476 1.487 0.05
H -2.081 -1.211 0.065 0.08
H 1.728 1.272 -2.049 0.01
C 0.301 0.044 -0.898 -0.47
H 2.407 -2.424 0.048 0.11
H -0.653 -1.918 0.827 0.07
H -0.928 2.328 0.074 0.07
H 1.065 1.284 1.212 0.09
C 1.299 -1.014 -0.968 -0.14
C -1.470 1.407 0.284 -0.06
C 0.720 1.171 -1.665 -0.06
H 0.046 0.711 2.359 0.08
C -0.498 0.229 0.425 -0.58
H -0.263 -0.863 -1.464 0.19
C -1.288 -1.034 0.793 -0.05
H -2.033 1.532 1.213 0.08
N 1.832 -1.601 0.122 0.13
```


No. 8
Below is a 2-piece molecular cluster, C12H17N overall, with properties calculated with ωB97M-V/def2-TZVPD.

Its total energy is -522.13567 Ha. Its SMILES is Cc1c[nH]c2ccccc12.CCC. For the HOMO energy, the calculation gives -7.8 eV.

Geometry as XYZ:
```
30
Properties=species:S:1:pos:R:3:lowdin_charge:R:1
C 2.588 -0.101 1.628 -0.11
C 2.000 -1.392 2.255 -0.35
C -1.375 -1.382 -1.400 0.03
C -1.167 0.601 -0.173 -0.23
H -1.899 2.427 -2.722 0.10
H -2.291 -0.023 -4.269 0.09
C -1.687 0.884 -1.385 -0.16
C 2.940 -2.543 2.448 -0.13
C -2.754 -0.433 -3.329 -0.08
H 1.804 0.618 1.411 0.03
C -0.633 1.482 0.748 -0.04
H 3.086 -0.330 0.595 0.11
H 3.072 -2.651 3.561 0.08
H 3.284 0.320 2.349 0.06
H -2.851 -1.395 -3.833 0.08
H 3.916 -2.207 1.971 0.08
H 1.499 -1.057 3.183 0.11
H -0.137 3.471 1.011 0.09
H -1.343 -2.409 -1.364 0.08
H -3.664 0.128 -3.049 0.10
C -0.583 2.790 0.330 -0.07
C -1.041 3.163 -0.955 -0.08
H -0.969 4.194 -1.118 0.09
N -0.941 -0.811 -0.095 0.06
H -0.908 -1.310 0.816 0.14
C -1.939 -0.334 -2.153 -0.24
C -1.550 2.209 -1.756 -0.04
H 1.240 -1.718 1.643 0.04
H -0.325 1.275 1.729 0.09
H 2.629 -3.464 1.923 0.07
```


No. 9
Below is C9H10N2O2 as an isolated structure, with properties calculated with ωB97M-V/def2-TZVPD.

Its total energy is -608.75049 Ha. For the HOMO energy, the calculation gives -9.4 eV.

Geometry as XYZ:
```
23
Properties=species:S:1:pos:R:3:lowdin_charge:R:1
H 0.773 2.156 0.815 0.17
O 2.556 2.090 -0.922 0.08
C -1.453 0.074 -0.828 -0.06
H -2.329 3.025 0.064 0.12
C 0.571 1.579 -0.162 -0.04
C 0.270 -2.952 0.874 -0.08
H -1.516 -2.556 -0.147 0.07
N 1.473 1.665 -1.248 -0.42
H -0.970 2.000 -1.436 0.11
C -0.901 1.536 -0.483 -0.38
O 1.107 1.355 -2.361 0.09
H 2.511 -0.495 1.199 0.10
C -0.543 -0.841 -0.028 -0.20
H -2.507 -0.044 -0.588 0.10
H -1.442 -0.251 -1.982 0.16
C -0.691 -2.187 0.250 -0.03
C 0.684 -0.328 0.310 0.01
N -1.760 2.204 0.485 0.01
H 0.141 -3.984 0.924 0.09
C 1.650 -1.040 0.926 -0.07
H -1.362 2.450 1.439 0.10
H 2.283 -3.092 1.673 0.15
C 1.455 -2.364 1.224 -0.09
```


No. 10
Below is C30H19Cl5NO2PPd as an isolated structure, with properties calculated with ωB97M-V/def2-TZVPD.

Its net charge is +2. Its total energy is -4129.30453 Ha. For the HOMO energy (spin up / spin down), the calculation gives -13.7 / -13.7 eV.

Geometry as XYZ:
```
59
Properties=species:S:1:pos:R:3:lowdin_charge:R:1
C 0.221 4.617 -0.043 -0.03
H 5.552 1.295 2.216 0.14
N 2.111 0.730 0.484 0.08
C 0.307 3.283 -3.459 -0.09
P -0.414 2.090 -1.084 1.05
C 2.984 -0.217 0.495 -0.05
Cl -0.302 -4.248 4.837 0.75
C 2.377 2.001 1.046 -0.23
C -4.724 3.591 -0.928 -0.04
H -5.756 3.911 -0.886 0.12
C -0.017 -1.635 1.174 -0.30
H 1.573 2.235 1.762 0.19
C 2.513 5.480 0.299 0.00
O -0.171 -1.440 -3.400 0.14
C -0.635 -1.243 2.329 -0.64
H 5.061 -0.742 0.860 0.15
O 0.808 -0.613 -1.569 -0.25
Pd -0.169 0.044 0.048 0.68
H 0.101 4.221 -2.957 0.11
H 1.071 2.085 -6.519 0.12
H 3.156 6.330 0.479 0.14
C -2.076 2.769 -1.040 -0.37
H 0.784 -0.059 -5.314 0.14
H 0.692 6.626 0.485 0.14
C 0.284 -0.514 -2.786 -0.58
C -4.134 3.321 -2.153 -0.04
C 3.014 4.255 0.060 0.02
C 3.641 2.153 1.774 0.07
Cl -1.269 0.420 2.132 0.73
Cl 1.182 -5.255 2.295 0.74
H 2.712 -1.155 0.014 0.09
H -4.466 3.638 1.205 0.12
C 4.599 1.177 1.719 0.02
H -2.357 2.697 -3.177 0.11
C 0.673 0.884 -4.796 0.02
C -0.762 -1.979 3.483 -0.71
H 0.741 4.232 -5.330 0.12
H 4.087 4.095 0.055 0.14
C 1.101 5.642 0.284 0.08
Cl 1.414 -3.448 -0.232 0.75
C -3.999 3.441 0.250 -0.05
C -2.809 2.911 -2.216 -0.06
H 2.526 2.539 -1.068 0.18
C 0.572 -2.884 1.162 -0.68
C -2.683 3.018 0.195 -0.13
C 4.296 0.008 1.030 0.13
C 2.151 3.075 -0.188 -0.16
C 0.373 0.848 -3.436 -0.12
C -0.188 -3.251 3.454 -0.69
C 0.690 3.361 -0.375 -0.21
H -0.835 4.833 -0.122 0.12
H -4.705 3.427 -3.065 0.12
Cl -1.575 -1.336 4.843 0.75
C 0.181 2.065 -2.776 -0.31
C 0.477 -3.697 2.303 -0.69
H 3.774 3.022 2.411 0.15
C 0.823 2.086 -5.466 -0.02
H -2.133 2.881 1.122 0.07
C 0.643 3.294 -4.800 -0.04
```


No. 11
Below is a 2-piece molecular cluster, C6H13O2 overall, with properties calculated with ωB97M-V/def2-TZVPD.

Its net charge is -2. Its multiplicity is 2. Its total energy is -386.72732 Ha. For the HOMO energy (spin up / spin down), the calculation gives 4.0 / -1.3 eV.

Geometry as XYZ:
```
21
Properties=species:S:1:pos:R:3:mulliken_spin:R:1
H 0.229 -1.824 -2.110 -0.03
H -0.431 -0.386 1.364 0.37
C -0.029 -1.956 -0.931 1.67
H 2.877 -0.586 0.520 0.08
C -1.826 2.924 0.380 0.04
H 0.738 -1.634 1.872 -0.59
H -1.139 -1.674 -0.937 0.24
O -2.326 0.539 0.536 -0.03
H -1.852 3.709 -0.499 0.00
H -2.448 3.158 1.039 -0.01
C 0.828 -0.903 -0.198 -3.69
C -2.026 1.439 -0.239 0.16
C 0.539 -0.704 1.353 1.15
C 2.340 -1.024 -0.317 3.87
H 1.022 0.191 1.798 -0.14
H 2.596 -0.517 -1.233 -0.49
H 0.514 0.057 -0.577 -0.07
H -0.812 2.782 0.584 -0.02
H 2.680 -2.201 -0.300 -0.71
O -1.740 1.546 -1.426 -0.02
H 0.262 -2.933 -0.679 -0.78
```


No. 12
Below is C13H31AlBBr12O3 as an isolated structure, with properties calculated with ωB97M-V/def2-TZVPD.

Its net charge is -1. Its total energy is -31895.27201 Ha. For the HOMO energy, the calculation gives -3.5 eV.

Geometry as XYZ:
```
61
Properties=species:S:1:pos:R:3:lowdin_charge:R:1
H -6.661 0.492 0.948 0.05
H -2.251 -1.057 2.681 0.05
H 6.764 1.980 -2.491 0.00
H -1.564 -2.704 2.645 -0.01
H -1.319 -6.769 2.395 0.05
H 0.792 -1.600 5.393 0.04
H -2.361 -0.290 -0.565 -0.07
H 8.050 1.557 -5.246 0.04
H -2.339 -6.850 0.944 0.04
H -5.524 -0.279 -1.789 0.03
C 2.268 -0.022 5.521 -0.68
C -1.342 -1.643 2.787 -0.07
C -1.812 -6.185 1.620 -0.69
C -6.628 0.570 -0.133 -0.68
H 6.700 3.202 -3.772 0.06
H 2.522 0.809 6.171 0.04
Br 8.585 -0.126 -3.501 0.60
H 1.804 5.460 -0.734 0.05
C 2.354 4.605 -0.342 -0.67
H -6.644 1.617 -0.425 0.06
C -2.924 1.357 -4.792 -0.71
Br -8.310 -0.171 -0.797 0.56
Br 5.263 1.280 -4.332 0.61
O -2.231 0.553 -0.123 -0.27
O 0.812 -2.095 1.566 -0.02
H -4.112 0.828 -3.061 0.03
Al -0.577 0.619 0.507 -0.04
O -0.505 1.973 1.688 -0.41
H 3.168 -0.584 5.278 0.06
H -3.628 1.993 -5.325 0.05
Br -2.489 -1.033 -3.280 0.67
C 3.307 4.098 -1.393 -0.68
Br -1.555 -4.548 -0.719 0.62
H 2.800 3.568 -2.193 0.05
H 1.675 -1.521 6.934 0.05
H -4.429 -0.143 -4.515 0.06
H 0.050 -5.888 0.595 0.06
C 6.821 2.141 -3.561 -0.73
H -0.482 -4.466 1.518 0.03
H 0.518 0.628 -0.691 -0.06
Br 1.657 0.728 3.841 0.79
C 1.237 -0.936 6.128 -0.70
Br -5.109 -1.854 0.072 0.63
H -0.936 -1.506 3.795 0.03
Br -0.222 0.055 6.945 0.60
C -3.662 0.365 -3.933 -0.70
Br -1.832 2.556 -3.726 0.63
H 3.902 4.908 -1.812 0.05
C -0.812 -5.304 0.910 -0.69
H 2.864 4.890 0.573 0.04
H -2.261 0.872 -5.501 0.04
H 8.932 2.285 -3.888 0.05
B -0.272 -1.205 1.686 -0.54
C -5.429 -0.119 -0.720 -0.72
C 8.104 1.637 -4.166 -0.71
H 0.306 1.957 2.205 -0.14
Br -3.150 -5.120 2.533 0.63
Br 0.991 3.280 0.170 0.81
Br 4.612 2.853 -0.647 0.62
H -4.521 0.456 -0.508 0.04
H 1.035 -2.157 0.631 0.06
```


Q: What is the formula in the eighth record?
A: C12H17N